[1]
Formula: C5H7NO
Source: the Open Molecules 2025 dataset
Level of theory: the ωB97M-V functional and the def2-TZVPD basis

For the highest occupied orbital energy, the calculation gives -9.47 eV. The LUMO energy comes out at 0.88 eV. The value obtained for the total energy is -8833.328 eV. The energy above the lowest of the compared OMol25 structures with the same formula, charge and spin is 66.3 kcal/mol.

Geometry as XYZ:
```
14
Properties=species:S:1:pos:R:3:forces:R:3:mulliken_charge:R:1
O 0.8619 1.7857 1.6022 0.01 -0.20 -0.23 -0.47
C 1.1852 1.4236 0.4996 -0.18 0.10 0.32 -0.11
C 0.2938 0.9845 -0.6150 0.06 0.16 0.00 0.18
C 0.1516 -0.4251 -1.0148 0.03 -0.23 -0.33 -0.21
C -0.1270 -1.4205 0.1069 0.05 -0.06 0.08 -0.57
C -1.1681 -0.4207 0.6284 -0.19 -0.02 0.26 -0.39
N -1.0405 0.4150 -0.6054 -0.21 0.21 -0.04 -0.57
H 2.2514 1.4227 0.1902 0.00 0.05 0.05 0.33
H 0.3602 1.6873 -1.4442 0.31 -0.12 -0.07 0.36
H 0.3438 -0.7300 -2.0396 -0.18 0.07 0.08 0.36
H 0.6453 -1.7749 0.7931 0.14 0.13 -0.24 0.27
H -0.6168 -2.2753 -0.3680 0.06 0.01 0.31 0.27
H -0.9176 0.1439 1.5263 0.06 -0.15 -0.04 0.27
H -2.1732 -0.8228 0.7432 0.03 0.04 -0.15 0.29
```
Positions in Å, forces in eV/Å.


[2]
Formula: C5H7NO
Source: the Open Molecules 2025 dataset
Level of theory: the ωB97M-V functional and the def2-TZVPD basis

For the highest occupied orbital energy, the calculation gives -9.44 eV. The LUMO energy comes out at 0.96 eV. The value obtained for the total energy is -8834.140 eV. The energy above the lowest of the compared OMol25 structures with the same formula, charge and spin is 47.6 kcal/mol.

Geometry as XYZ:
```
14
Properties=species:S:1:pos:R:3:forces:R:3:mulliken_charge:R:1
C 0.8524 0.3532 -1.6860 0.02 0.06 -0.06 -1.21
C 0.0682 0.2270 -0.4233 0.14 -0.10 -0.36 0.89
N -0.4594 1.4079 0.2715 -0.29 0.07 0.08 -0.59
C 0.3477 0.4935 1.0301 0.27 0.04 0.23 -0.26
C -0.4190 -0.7593 1.4745 -0.02 -0.04 0.14 -0.54
C -0.7299 -0.9873 -0.0228 -0.30 -0.21 -0.17 0.15
O -1.3467 -1.8000 -0.6594 0.44 0.25 0.48 -0.57
H 1.5463 -0.4861 -1.8031 -0.10 0.13 0.04 0.29
H 1.4106 1.2908 -1.6966 -0.05 -0.08 -0.02 0.37
H 0.1623 0.3378 -2.5342 0.12 0.05 0.02 0.29
H -1.4412 1.3486 0.5277 -0.01 -0.03 -0.16 0.27
H 1.2900 0.8267 1.4549 -0.22 0.03 -0.03 0.37
H -1.2926 -0.7327 2.1378 0.29 0.40 0.02 0.28
H 0.3303 -1.4296 1.8961 -0.28 -0.58 -0.22 0.26
```
Positions in Å, forces in eV/Å.


[3]
Formula: C5H7NO
Source: the Open Molecules 2025 dataset
Level of theory: the ωB97M-V functional and the def2-TZVPD basis

For the highest occupied orbital energy, the calculation gives -9.85 eV. The LUMO energy comes out at 0.87 eV. The value obtained for the total energy is -8834.477 eV. The energy above the lowest of the compared OMol25 structures with the same formula, charge and spin is 39.8 kcal/mol.

Geometry as XYZ:
```
14
Properties=species:S:1:pos:R:3:forces:R:3:mulliken_charge:R:1
C 2.6349 1.1230 -0.1328 -0.47 -0.04 -0.09 0.22
C 1.7739 0.2985 -0.2952 0.46 0.33 0.10 -0.56
C 0.8475 -0.8248 -0.4165 0.01 -0.01 -0.05 -0.56
C -0.2920 -0.7676 0.6180 0.03 -0.11 0.09 -0.66
N -1.0952 0.4351 0.4951 -0.03 0.05 -0.13 -0.12
C -2.2045 0.4860 -0.2913 0.00 -0.11 -0.02 0.00
O -2.6799 -0.4614 -0.8854 0.18 0.26 0.18 -0.55
H 3.3499 1.9026 -0.0140 0.00 -0.08 0.00 0.43
H 1.4862 -1.7077 -0.2836 -0.49 -0.14 0.01 0.28
H 0.4062 -0.8629 -1.4192 0.14 0.01 0.12 0.28
H -0.9708 -1.6132 0.4786 0.19 0.08 -0.02 0.32
H 0.1164 -0.8115 1.6325 -0.04 0.00 -0.15 0.33
H -0.7182 1.3065 0.8370 -0.05 -0.11 -0.05 0.26
H -2.6544 1.4973 -0.3234 0.07 -0.15 0.00 0.34
```
Positions in Å, forces in eV/Å.


[4]
Formula: C5H7NO
Source: the Open Molecules 2025 dataset
Level of theory: the ωB97M-V functional and the def2-TZVPD basis

For the highest occupied orbital energy, the calculation gives -11.05 eV. The LUMO energy comes out at 0.89 eV. The value obtained for the total energy is -8833.725 eV. The energy above the lowest of the compared OMol25 structures with the same formula, charge and spin is 57.1 kcal/mol.

Geometry as XYZ:
```
14
Properties=species:S:1:pos:R:3:forces:R:3:mulliken_charge:R:1
C -1.7098 0.2908 0.2517 -0.03 0.05 0.00 -1.06
C -0.6010 -0.7502 0.1077 0.01 -0.06 0.03 -0.54
C 0.7261 -0.1332 -0.2677 -0.19 -0.08 0.08 0.83
C 1.7384 0.2914 0.7005 0.02 0.22 0.17 -0.70
O 1.8874 -0.8957 -0.0758 0.09 -0.22 -0.02 -0.46
C 0.6000 0.6187 -2.7051 0.06 0.17 1.06 -0.12
N 0.6812 0.4899 -1.5375 0.00 -0.09 -1.21 -0.04
H -1.4421 1.0528 0.9925 -0.04 -0.12 -0.09 0.31
H -2.6424 -0.1816 0.5742 0.15 0.06 -0.06 0.33
H -1.8997 0.7970 -0.7007 0.04 -0.08 0.16 0.31
H -0.4549 -1.3088 1.0378 0.00 0.11 -0.10 0.33
H -0.8548 -1.4752 -0.6751 0.02 0.07 0.14 0.25
H 2.4116 1.1075 0.4467 -0.08 -0.13 -0.01 0.29
H 1.5688 0.1151 1.7618 -0.06 0.10 -0.14 0.26
```
Positions in Å, forces in eV/Å.


[5]
Formula: C5H7NO
Source: the Open Molecules 2025 dataset
Level of theory: the ωB97M-V functional and the def2-TZVPD basis

For the highest occupied orbital energy, the calculation gives -9.25 eV. The LUMO energy comes out at 0.78 eV. The value obtained for the total energy is -8832.847 eV. The energy above the lowest of the compared OMol25 structures with the same formula, charge and spin is 77.4 kcal/mol.

Geometry as XYZ:
```
14
Properties=species:S:1:pos:R:3:forces:R:3:mulliken_charge:R:1
O 2.5909 -1.6604 -0.2064 -0.07 -0.13 0.27 -0.52
C 2.5369 -0.2558 -0.3517 0.03 0.37 -0.11 -0.66
C 1.1650 0.2671 -0.2467 -0.48 0.08 0.07 0.75
C 0.0182 0.6225 -0.1249 0.46 -0.13 -0.02 -0.34
C -1.3666 1.0200 0.0235 0.08 0.13 -0.14 -0.22
C -2.4225 0.0019 -0.2165 -0.15 -0.13 -0.24 -0.40
N -2.1642 0.4835 1.1326 0.10 -0.07 0.24 -0.59
H 2.1723 -1.8756 0.6373 0.09 -0.07 -0.17 0.31
H 3.1774 0.2508 0.3849 -0.09 -0.09 -0.09 0.28
H 2.9479 -0.0352 -1.3407 -0.08 -0.01 0.10 0.29
H -1.5813 2.0605 -0.2062 0.05 -0.15 0.02 0.32
H -2.0879 -0.9939 -0.4969 -0.03 0.15 0.07 0.25
H -3.3741 0.3075 -0.6413 0.13 -0.01 0.05 0.25
H -1.6119 -0.1930 1.6529 -0.05 0.07 -0.07 0.27
```
Positions in Å, forces in eV/Å.


[6]
Formula: C5H7NO
Source: the Open Molecules 2025 dataset
Level of theory: the ωB97M-V functional and the def2-TZVPD basis

For the highest occupied orbital energy, the calculation gives -8.14 eV. The LUMO energy comes out at 0.57 eV. The value obtained for the total energy is -8832.089 eV. The energy above the lowest of the compared OMol25 structures with the same formula, charge and spin is 94.9 kcal/mol.

Geometry as XYZ:
```
14
Properties=species:S:1:pos:R:3:forces:R:3:mulliken_charge:R:1
C -1.4555 2.0517 0.0687 -0.04 0.02 -0.01 -1.09
C -0.6902 0.7884 0.4018 -0.03 0.06 0.16 0.96
C 0.0336 0.0890 -0.6418 0.07 -0.08 0.04 -1.04
C 0.7536 -0.9188 -0.0939 -0.01 0.02 0.25 0.65
N 1.6195 -1.9854 -0.5159 0.10 -0.05 -0.32 -0.34
C 1.0224 -1.3722 1.1636 -0.13 0.06 -0.18 -0.42
O -0.6427 0.3745 1.5663 -0.02 0.07 -0.31 -0.63
H -2.3188 2.1476 0.7315 0.14 -0.04 -0.08 0.32
H -1.7828 2.0700 -0.9752 0.06 -0.03 0.14 0.32
H -0.8069 2.9195 0.2361 -0.05 -0.14 -0.02 0.25
H 0.0532 0.3828 -1.6841 -0.01 -0.06 0.17 0.31
H 2.5765 -1.7428 -0.7326 -0.15 -0.01 0.09 0.27
H 1.2103 -2.6526 -1.1600 0.02 0.09 0.13 0.25
H 0.4276 -2.1517 1.6356 0.05 0.08 -0.06 0.19
```
Positions in Å, forces in eV/Å.


[7]
Formula: C5H7NO
Source: the Open Molecules 2025 dataset
Level of theory: the ωB97M-V functional and the def2-TZVPD basis

For the highest occupied orbital energy, the calculation gives -8.54 eV. The LUMO energy comes out at 0.81 eV. The value obtained for the total energy is -8832.760 eV. The energy above the lowest of the compared OMol25 structures with the same formula, charge and spin is 79.4 kcal/mol.

Geometry as XYZ:
```
14
Properties=species:S:1:pos:R:3:forces:R:3:mulliken_charge:R:1
O 0.3400 -0.5624 -2.8498 -0.14 0.21 -0.07 -0.51
C 0.8464 -0.8024 -1.6063 0.18 -0.04 0.37 0.00
C 0.6599 -0.0309 -0.5532 -0.04 -0.15 -0.22 0.23
C 0.0012 1.0424 0.1529 -0.12 0.35 -0.16 -0.28
C -1.1449 0.4757 0.9935 -0.12 0.02 0.01 -0.54
C -0.0986 -0.4939 1.5918 -0.11 -0.21 0.23 -0.40
N 1.0236 0.1183 0.8053 0.23 -0.17 0.03 -0.56
H -0.0586 0.3179 -2.8369 -0.04 -0.14 -0.10 0.30
H 1.4380 -1.7117 -1.5700 0.01 0.19 0.02 0.37
H 0.2051 2.0999 -0.0008 0.00 -0.18 0.01 0.34
H -1.9787 0.0375 0.4372 0.12 0.10 0.08 0.24
H -1.5324 1.1849 1.7282 0.07 -0.09 -0.10 0.27
H -0.2247 -1.5592 1.3765 -0.01 0.14 0.05 0.26
H 0.0730 -0.3534 2.6614 -0.04 -0.02 -0.16 0.28
```
Positions in Å, forces in eV/Å.


[8]
Formula: C5H7NO
Source: the Open Molecules 2025 dataset
Level of theory: the ωB97M-V functional and the def2-TZVPD basis

For the highest occupied orbital energy, the calculation gives -8.08 eV. The LUMO energy comes out at -0.44 eV. The value obtained for the total energy is -8829.110 eV. The energy above the lowest of the compared OMol25 structures with the same formula, charge and spin is 163.6 kcal/mol.

Geometry as XYZ:
```
14
Properties=species:S:1:pos:R:3:forces:R:3:mulliken_charge:R:1
C -1.7046 0.4513 -0.3039 -0.32 0.19 0.04 -1.09
C -0.0889 -0.8281 0.3520 0.14 -0.11 0.00 0.34
N 0.7396 -1.5201 1.1851 -0.04 -0.25 -0.16 -0.54
C 0.7943 0.0107 1.1001 -0.10 0.37 0.09 -0.30
C 1.1420 0.6560 -0.2433 0.20 0.21 -0.06 -0.50
C 0.0129 -0.2513 -0.9717 0.03 -0.10 -0.11 0.53
O -0.0793 -0.6401 -2.1268 0.03 0.01 0.28 -0.71
H -1.7023 1.2153 -1.0833 0.07 -0.13 0.09 0.35
H -1.8564 0.8921 0.6826 0.06 -0.08 -0.14 0.35
H -2.4451 -0.3135 -0.5363 0.14 0.08 0.04 0.34
H 1.4339 -2.0995 0.7109 -0.06 0.04 0.03 0.28
H 0.6001 0.5108 2.0398 0.02 -0.10 -0.15 0.38
H 2.0892 0.3392 -0.6894 -0.14 0.03 0.04 0.29
H 1.0472 1.7443 -0.2634 -0.01 -0.16 0.00 0.26
```
Positions in Å, forces in eV/Å.


[9]
Formula: C5H7NO
Source: the Open Molecules 2025 dataset
Level of theory: the ωB97M-V functional and the def2-TZVPD basis

For the highest occupied orbital energy, the calculation gives -9.02 eV. The LUMO energy comes out at 0.88 eV. The value obtained for the total energy is -8833.394 eV. The energy above the lowest of the compared OMol25 structures with the same formula, charge and spin is 64.8 kcal/mol.

Geometry as XYZ:
```
14
Properties=species:S:1:pos:R:3:forces:R:3:mulliken_charge:R:1
C -0.7605 -1.2557 -0.9736 -0.03 0.05 0.05 -0.59
C -0.8091 -0.8679 0.2972 0.41 -0.52 -0.29 -0.20
N -1.6908 0.0476 0.8172 -0.75 0.14 0.66 -0.44
C -1.9035 1.1872 0.3375 0.14 0.32 -0.22 -0.25
H -0.1393 -2.0740 -1.2894 0.21 -0.14 0.00 0.27
H -1.3877 -0.8002 -1.7219 -0.17 0.09 -0.09 0.26
H -0.2267 -1.3616 1.0666 0.11 -0.06 -0.08 0.39
H -1.3433 1.6222 -0.4922 0.04 -0.12 -0.06 0.24
H -2.6718 1.7963 0.7935 -0.17 0.13 0.06 0.29
C 2.4937 -0.0162 0.4704 0.60 -1.08 0.38 -1.00
C 1.7278 0.8518 -0.0974 -0.84 1.04 -0.67 0.85
O 1.0498 1.6503 -0.6008 0.35 -0.19 0.16 -0.37
H 2.3371 -1.0735 0.3264 -0.16 0.05 -0.09 0.27
H 3.3244 0.2936 1.0665 0.26 0.29 0.19 0.28
```
Positions in Å, forces in eV/Å.


[10]
Formula: C5H7NO
Source: the Open Molecules 2025 dataset
Level of theory: the ωB97M-V functional and the def2-TZVPD basis

For the highest occupied orbital energy, the calculation gives -9.35 eV. The LUMO energy comes out at 0.72 eV. The value obtained for the total energy is -8834.729 eV. The energy above the lowest of the compared OMol25 structures with the same formula, charge and spin is 34.0 kcal/mol.

Geometry as XYZ:
```
14
Properties=species:S:1:pos:R:3:forces:R:3:mulliken_charge:R:1
C 1.0880 -0.8289 1.8418 0.01 -0.07 0.01 -1.11
C 0.5162 -0.2738 0.5758 -0.03 -0.08 -0.11 0.15
C 0.2322 -0.9896 -0.5157 0.05 0.07 0.19 -0.33
C -0.3278 -0.3931 -1.7432 -0.04 0.23 0.01 -0.12
N -0.6988 0.8261 -1.8102 0.10 -0.42 -0.12 -0.47
C -1.5926 2.5618 0.5269 -0.77 0.91 -0.67 0.15
O -2.2204 3.2826 -0.0867 0.71 -0.83 0.70 -0.18
H 2.0515 -0.3572 2.0715 -0.14 -0.05 -0.04 0.28
H 1.2390 -1.9113 1.7800 -0.03 0.16 0.01 0.32
H 0.4243 -0.6158 2.6886 0.09 -0.03 -0.12 0.28
H 0.3093 0.7954 0.5548 0.06 -0.18 -0.03 0.23
H 0.4202 -2.0637 -0.5364 -0.02 0.19 0.01 0.24
H -0.3972 -1.0750 -2.6020 -0.03 0.12 0.09 0.34
H -1.0438 1.0424 -2.7453 0.03 -0.01 0.09 0.21
```
Positions in Å, forces in eV/Å.


[11]
Formula: C5H7NO
Source: the Open Molecules 2025 dataset
Level of theory: the ωB97M-V functional and the def2-TZVPD basis

For the highest occupied orbital energy, the calculation gives -10.29 eV. The LUMO energy comes out at 0.57 eV. The value obtained for the total energy is -8835.622 eV. The energy above the lowest of the compared OMol25 structures with the same formula, charge and spin is 13.4 kcal/mol.

Geometry as XYZ:
```
14
Properties=species:S:1:pos:R:3:forces:R:3:mulliken_charge:R:1
C 2.0246 -0.0078 -0.0342 0.00 -0.01 0.05 -1.17
C 0.6536 -0.6385 0.0457 0.08 -0.41 0.09 0.43
O 0.5210 -1.7825 0.4163 0.13 0.44 -0.17 -0.54
C -0.6301 0.1270 -0.3755 -0.03 -0.10 -0.02 0.76
C -1.8148 -0.4512 0.4177 -0.06 0.04 0.02 -1.31
C -0.4532 1.5878 -0.3365 0.21 0.95 0.00 0.02
N -0.2432 2.7262 -0.3812 -0.32 -1.25 0.16 -0.44
H 2.6756 -0.5975 0.6152 -0.03 0.15 -0.14 0.35
H 2.0460 1.0476 0.2528 -0.11 -0.19 -0.07 0.39
H 2.4042 -0.0866 -1.0611 -0.14 0.05 0.12 0.28
H -0.7965 -0.1014 -1.4383 0.15 -0.07 0.10 0.20
H -1.6864 -0.2941 1.4920 -0.02 0.09 -0.16 0.33
H -2.7739 -0.0379 0.1013 0.17 0.09 0.00 0.38
H -1.8209 -1.5306 0.2489 -0.04 0.23 0.02 0.34
```
Positions in Å, forces in eV/Å.


[12]
Formula: C5H7NO2
Source: the Open Molecules 2025 dataset
Level of theory: the ωB97M-V functional and the def2-TZVPD basis

For the highest occupied orbital energy, the calculation gives -9.92 eV. The LUMO energy comes out at -0.10 eV. The value obtained for the total energy is -10881.687 eV. The energy above the lowest of the compared OMol25 structures with the same formula, charge and spin is 44.5 kcal/mol.

Geometry as XYZ:
```
15
Properties=species:S:1:pos:R:3:forces:R:3:mulliken_charge:R:1
C 0.9965 -0.4077 -1.6113 -1.01 -0.14 -0.87 -1.52
C 0.5784 0.1079 -0.2776 -0.93 -1.06 0.87 1.35
C 1.6739 0.1240 0.7817 1.04 -0.24 -1.39 -1.46
O -0.0297 1.3806 -0.4038 0.16 0.70 0.34 -0.22
N -1.1902 1.4347 0.3180 -0.56 -0.79 0.18 -0.36
C -1.5204 0.2648 0.7505 -0.81 0.30 0.13 -0.39
C -0.5651 -0.7724 0.3229 0.46 0.57 -0.71 0.54
O -0.6323 -1.9732 0.3456 0.05 0.32 0.24 -0.55
H 1.0844 -1.4840 -1.5488 0.23 -0.28 -0.03 0.36
H 0.2487 -0.1818 -2.4027 0.26 -0.12 0.66 0.35
H 1.9050 0.0370 -1.9283 1.04 0.31 -0.27 0.39
H 2.5164 0.7600 0.4684 -0.25 -0.27 -0.08 0.36
H 1.3690 0.4788 1.7284 -0.69 0.34 1.03 0.37
H 2.0148 -0.9083 0.8747 0.17 0.06 0.14 0.35
H -2.4913 0.0959 1.2503 0.82 0.29 -0.25 0.42
```
Positions in Å, forces in eV/Å.